(1)
Here is a structure of composition C37H41AsBrN5O4ScTe from the OMol25 dataset. Energies are from wB97M-V/def2-TZVPD.

Each line ends with the Mulliken charge.
CARTESIAN COORDINATES (ANGSTROEM)
1 N -3.13854 1.45258 -2.00276  -0.509
2 C 2.08860 -6.34306 -2.98305  -0.181
3 C 2.12943 -6.34147 -1.59199  -0.323
4 C 3.04460 -1.57915 -0.46257  0.014
5 H 4.08137 -2.80735 0.96190  0.503
6 O -1.43797 0.77867 0.06353  -0.271
7 H -4.45643 -4.54079 1.69673  0.297
8 C -3.42918 -4.90044 1.63027  -1.367
9 Sc -0.15933 -0.93911 0.03091  -1.418
10 H 2.91425 2.56816 -0.36299  0.478
11 H -1.64168 6.01974 6.35643  0.386
12 C -3.44375 -2.69245 -1.04002  -0.432
13 N 0.25552 -0.57440 2.23280  1.114
14 C -1.66308 4.91710 4.51839  -0.129
15 H 5.47671 -3.89440 -0.77644  0.444
16 N 2.15304 -0.99787 0.47961  1.976
17 C -1.75192 1.89722 -2.04016  -1.008
18 H -1.39841 -4.13900 1.62169  0.405
19 H -1.40179 8.21264 5.24226  0.378
20 H -1.41452 6.28103 1.42604  0.361
21 H -3.54513 1.66967 -1.10024  0.149
22 Te -1.68857 3.22560 1.96954  0.272
23 C 0.93144 -4.38403 -3.03200  -0.288
24 C -4.14722 -1.35247 1.60694  -0.976
25 H 5.19481 -3.27406 -3.14901  0.452
26 C -0.65249 -0.23704 3.14849  -0.373
27 H -3.48974 -1.73965 -1.57665  0.329
28 H 3.10516 2.63633 3.91345  0.500
29 C 3.98513 -2.53325 -0.07880  -0.361
30 C -1.46578 6.22138 2.50570  -0.343
31 H -3.31124 -5.40659 0.67238  0.303
32 H -4.97705 -2.05980 1.56678  0.648
33 H 4.23623 2.41911 1.72408  0.427
34 H 3.02272 -0.41636 4.11783  0.616
35 H -1.60311 2.94990 -1.75424  0.304
36 H -1.33230 1.75673 -3.03396  0.407
37 H -3.29216 -5.64692 2.41376  0.428
38 H 0.48473 2.93688 -0.26037  0.525
39 H -1.78244 3.95919 5.00950  0.388
40 C 1.54297 -0.60707 2.59944  -0.099
41 C 2.42281 2.64138 0.59917  -0.498
42 H -4.75736 -4.40989 -0.74592  0.282
43 H -1.68162 -0.19976 2.81379  0.314
44 C 2.52809 2.68394 2.99786  -0.724
45 O 0.20553 0.63337 -1.35665  -0.445
46 C -4.81050 -3.36585 -1.04479  -1.320
47 H 2.12832 -0.48441 -2.06718  0.527
48 C 0.32253 -3.14120 -0.96771  1.516
49 H -2.69725 -3.28760 -1.56766  0.334
50 Br 3.00339 -7.73731 -0.67757  -0.135
51 C -1.45539 7.30801 4.65106  -0.423
52 H 1.31322 0.21501 5.85156  0.438
53 H 3.53592 -1.56449 -3.80256  0.460
54 C -2.41199 -3.77766 1.79108  -0.580
55 H -5.41625 0.39815 1.59042  0.492
56 H -3.67785 1.94116 -2.70612  0.285
57 C 1.53623 -5.30689 -0.90024  -0.156
58 C 0.40665 2.95168 1.88766  0.023
59 C 1.15364 2.86517 3.05882  -0.317
60 H -4.84688 -0.08278 -0.00630  0.226
61 As -2.63837 -2.18087 0.67387  0.827
62 H -5.52347 -2.86421 -0.38938  0.291
63 C 3.16405 2.56057 1.76917  -0.684
64 H -5.22787 -3.33287 -2.05201  0.414
65 C 2.86825 -1.22656 -1.79721  -0.095
66 O -0.23218 -2.21139 -1.63997  -0.616
67 H -3.74556 0.72297 1.11134  -0.166
68 C 1.04999 2.84796 0.65823  -0.410
69 C -1.39569 7.37954 3.26644  -0.605
70 H -2.43719 -3.38545 2.81205  0.469
71 H -1.29705 8.33913 2.77600  0.380
72 C -1.58937 6.07742 5.27695  -0.676
73 H 2.54936 -7.15167 -3.53847  0.401
74 C 4.75402 -3.13903 -1.05486  -0.715
75 H 0.66461 2.96800 4.02117  0.507
76 C 1.01653 -0.00654 4.83512  -0.597
77 N 1.50334 -5.38414 -3.69186  -0.640
78 H 0.46589 -3.60294 -3.62053  0.638
79 C -0.94581 1.08128 -1.07155  1.242
80 H 1.55177 -5.25990 0.18014  0.627
81 C 1.97000 -0.34638 3.88702  -0.561
82 C 3.65708 -1.83363 -2.76216  -0.971
83 C -1.59392 4.98484 3.13032  0.177
84 C 4.59120 -2.79087 -2.39203  -0.487
85 C -4.56006 0.00094 1.04404  -0.789
86 C -0.31432 0.05297 4.46030  -0.978
87 H -1.09026 0.31827 5.16383  0.540
88 N 2.52803 -1.01245 1.66206  -0.794
89 C 0.92093 -4.30665 -1.64351  0.005
90 O 0.40032 -3.00549 0.29141  -0.668
91 H -3.85730 -1.27541 2.65755  0.608

Results
Total charge: +1
Highest occupied orbital energy (eV): -10.262
Energy relative to the best compared isomer or geometry (same formula, charge and spin) (kcal per mole): 0.0
Lowest unoccupied orbital energy (hartree): -0.1506
HOMO-LUMO gap (eV): 6.2
DFT total energy (eV): -213549.24617

(2)
Here is a structure of composition C18H43CsN3NbOSi2 at a distorted geometry from the OMol25 dataset. Energies are from wB97M-V/def2-TZVPD.

Each line ends with the Mulliken charge.
CARTESIAN COORDINATES (ANGSTROEM)
1 H 4.62598 -0.15737 -2.60674  0.453
2 H -3.80015 -3.09060 -0.53788  0.599
3 C 0.83324 3.78540 0.96866  -1.012
4 H 0.90554 -1.95704 -0.04301  0.679
5 H -2.74581 -0.74284 3.79719  0.472
6 C -1.15973 2.63921 -1.65213  0.891
7 C 2.76457 0.75753 -1.86805  1.727
8 Cs -0.11423 -1.37215 -4.44834  1.187
9 H -3.03658 -3.96010 -2.76781  0.422
10 H 0.99929 2.65037 3.96121  0.368
11 H -1.56495 -4.43665 -1.91439  0.340
12 H 1.72264 -2.46269 -2.60632  0.545
13 H 4.83549 1.30741 -1.64104  0.416
14 H -2.23165 3.28889 0.44323  0.371
15 C -2.04066 2.93294 1.46108  -1.024
16 N -0.73430 -1.75122 -1.46158  0.905
17 C 2.38034 1.66053 -0.72236  -1.540
18 H -1.45277 -3.55814 -3.43636  0.167
19 C 0.16674 -2.59384 -0.62822  -1.047
20 H 1.49798 -0.67218 4.16566  0.359
21 C -2.02394 -3.62319 -2.49493  -1.232
22 H 2.63309 -1.29231 -3.65572  0.582
23 H 3.15189 2.35496 -3.26501  0.434
24 H -4.05853 -1.58351 -2.20766  0.429
25 H 3.33384 -1.96131 -2.15122  0.268
26 H -0.36452 -3.20485 0.11496  0.485
27 H 0.76496 -3.28461 -1.25522  0.237
28 H 0.37539 -2.71490 2.11553  0.384
29 H 1.90446 3.57029 1.06660  0.342
30 Nb 0.19659 -0.04637 -0.69659  -1.589
31 H -0.73851 2.42572 4.27757  0.375
32 C 0.47093 -0.32372 4.33857  -1.176
33 H -0.71906 -2.77512 3.50410  0.537
34 N 1.88966 -0.44388 -1.80851  0.856
35 H 1.47244 1.76958 -3.32317  0.249
36 H 2.80341 2.66672 -0.86664  0.703
37 H 1.31327 0.55831 1.55605  0.095
38 H 0.52038 0.67730 4.77575  0.365
39 H -2.83871 -1.14274 -3.40152  0.227
40 C -0.00955 2.89681 3.60628  -1.415
41 H 1.25905 1.82045 -0.69181  0.156
42 H -2.91144 -0.29079 -1.82528  0.227
43 H 2.78531 0.80117 -4.05544  0.371
44 Si -0.54147 -0.45991 2.74667  0.043
45 H -2.42539 0.98686 3.61758  0.403
46 H -2.94373 0.02568 2.21246  0.304
47 C -2.32594 0.01525 3.11871  -1.193
48 H -0.13202 3.98736 3.70345  0.402
49 H 4.41990 -0.22054 -0.83544  0.450
50 H 0.01871 -0.99272 5.08572  0.369
51 H -1.39702 -2.65896 1.87469  0.089
52 C 2.40217 -1.58951 -2.60600  -1.986
53 H 2.75154 1.26770 0.23539  0.365
54 H 0.60487 3.98250 -0.08680  0.340
55 C 4.24517 0.38556 -1.73374  -1.824
56 H -2.25056 -3.62059 0.12027  0.480
57 O -1.49181 3.75462 -1.86158  -0.436
58 N -0.81860 1.46007 -1.58329  -0.446
59 H -2.82208 -1.92482 0.38734  0.152
60 C 2.52276 1.45498 -3.20911  -1.483
61 Si -0.24778 2.47372 1.76646  0.203
62 C -0.56962 -2.32226 2.50887  -1.089
63 H -2.27493 3.77077 2.13897  0.358
64 C -2.77002 -2.76030 -0.32328  -1.566
65 H -2.74504 2.12685 1.68351  0.338
66 H 0.64097 4.72256 1.51479  0.455
67 C 0.21910 0.62080 1.36996  0.950
68 C -2.12359 -2.33331 -1.65034  0.430
69 C -3.00694 -1.27383 -2.31476  -1.292

Results
Total charge: +2
Highest occupied orbital energy (eV): -14.981
Energy relative to the best compared isomer or geometry (same formula, charge and spin) (kcal per mole): 0.0
Lowest unoccupied orbital energy (hartree): -0.2787
HOMO-LUMO gap (eV): 7.4
DFT total energy (eV): -43722.92210

(3)
Here is a structure of composition C6H19CrO2P at a distorted geometry from the OMol25 dataset. Energies are from wB97M-V/def2-TZVPD.

Each line ends with the Mulliken charge.
CARTESIAN COORDINATES (ANGSTROEM)
1 H -0.79487 -4.38794 -1.38916  0.368
2 P 0.11759 -2.11582 -1.09630  1.207
3 Cr 0.17447 -0.34300 0.52376  -0.520
4 H -0.96726 -1.33920 -0.09221  0.007
5 C -0.29123 -1.55054 -2.76811  -1.173
6 H 0.48724 2.15146 -3.32713  0.017
7 H -1.30796 -1.12387 -2.78556  0.340
8 H -1.89470 0.53351 2.19807  0.203
9 H -0.68974 1.91345 4.01285  0.350
10 H -0.22976 -2.41113 -3.45793  0.373
11 C 2.02428 -0.44157 0.37054  0.155
12 H -2.38295 2.42043 3.80512  0.359
13 H 2.45003 -2.26958 -1.76481  0.365
14 H -0.84074 -3.77847 0.30059  0.369
15 C -1.49581 1.53883 2.04254  0.084
16 H -2.14004 1.98995 1.29125  0.259
17 H 0.17816 -1.24586 1.79804  -0.022
18 C -1.40736 2.35950 3.31549  -1.321
19 O -0.21680 1.42209 1.39930  -0.389
20 C -0.99611 -3.52332 -0.75049  -1.297
21 O 3.19321 -0.46139 0.30666  -0.388
22 H 0.41467 -0.76445 -3.08706  0.260
23 H 2.09818 -3.32088 -0.38640  0.348
24 H 0.08271 2.57019 -2.83957  -0.016
25 H 1.53545 -3.80433 -2.04179  0.422
26 H 0.41305 2.04535 1.78709  0.262
27 H -1.10189 3.38638 3.09404  0.379
28 C 1.70804 -2.96349 -1.34768  -1.394
29 H -2.03385 -3.19538 -0.86089  0.394

Results
Highest occupied orbital energy (spin up / spin down) (eV): -5.516 / -7.025
Lowest unoccupied orbital energy (spin up / spin down) (hartree): 0.0209 / 0.0153
HOMO-LUMO gap (spin up / spin down) (eV): 6.1 / 7.4
DFT total energy (eV): -48330.27992
Multiplicity: 5